# 1
{"formula": "C15H12F7N3O7S2", "method": "ωB97M-V/def2-TZVPD", "symbols": ["F", "C", "H", "C", "O", "H", "H", "C", "H", "H", "H", "N", "C", "C", "C", "N", "H", "O", "S", "F", "O", "H", "H", "F", "C", "F", "C", "C", "C", "N", "S", "F", "C", "O", "O", "C", "C", "C", "O", "C", "H", "H", "F", "F", "H", "O"], "coordinates": [[-0.3345, 5.3318, -4.2146], [3.3535, 3.1971, -4.1207], [3.0858, 1.0668, -4.3648], [-2.2104, 0.6983, 4.7087], [3.9633, -0.4621, -1.4391], [-1.3005, 0.0506, 0.7591], [4.6062, 1.5267, -3.5596], [-0.2208, 4.1052, -3.6281], [3.7852, 3.9129, -3.4113], [-4.7583, -1.2893, 7.2048], [-2.3808, -0.4544, 7.0033], [1.2016, -4.0008, -2.8050], [1.2206, 3.7865, -3.2375], [-1.0415, -2.8974, -1.7917], [3.5434, 1.7649, -3.6562], [-1.9174, -3.8850, -2.5442], [1.5163, -0.0534, 0.5778], [-2.4807, 1.5543, 5.5471], [3.4650, -1.9112, -1.1204], [-0.7368, 3.2097, -4.5193], [1.6789, 3.8328, -2.0988], [3.8670, 3.3426, -5.0763], [3.0613, 1.5962, -2.6880], [-2.2265, 0.2228, 2.3463], [1.6925, -4.9896, -1.9693], [4.0949, -2.9159, -2.3849], [-1.7063, -1.7745, -0.7986], [-0.7781, -0.7312, 0.0606], [0.8691, -0.7934, -0.0702], [-3.2031, -1.9758, -0.8953], [-3.5143, -3.3417, -1.9936], [-1.7506, 2.2665, 2.9337], [0.5971, -2.9212, -1.8905], [1.9634, 3.4726, -4.3468], [1.9533, -5.8914, -0.9839], [-1.6285, 0.9658, 3.3224], [1.5925, -1.8943, -1.0540], [-2.8569, -1.0379, 6.2066], [-2.3604, -0.6488, 4.9177], [-4.3691, -0.9185, 6.2526], [-4.6872, 0.1218, 6.1301], [-4.8250, -1.4882, 5.4362], [-1.0734, 4.1120, -2.5645], [-0.2974, 0.6732, 3.2593], [-2.5682, -2.0829, 6.3575], [4.1154, -2.4521, 0.2034]], "forces_ev_per_angstrom": [[0.6, -0.9, 0.5], [0.9, -0.3, 0.1], [0.2, 0.1, 0.0], [-1.2, -0.2, 3.3], [-2.6, -5.9, 0.6], [1.5, -1.9, -1.9], [-0.2, 0.0, 0.0], [-2.6, 0.4, -0.6], [-0.3, -0.1, 0.0], [0.1, 0.0, -0.1], [-0.1, 0.1, -0.3], [1.9, -3.7, 5.9], [3.1, -0.5, 1.1], [0.8, 0.1, 0.2], [-0.3, -0.1, 0.2], [0.4, 5.6, 4.6], [-1.4, -1.7, -1.6], [0.8, -1.7, -2.5], [5.5, 3.2, 3.3], [0.8, 0.6, 0.8], [-1.6, 0.0, -2.5], [-0.4, 0.1, 0.0], [0.2, 0.1, -0.1], [-0.1, 0.4, 1.4], [-1.3, -1.4, 4.5], [-2.0, 1.8, 2.3], [-0.7, -2.3, -2.0], [3.1, -1.9, -2.0], [-3.5, -1.6, -1.1], [4.8, -1.5, -1.3], [4.1, 2.0, 1.4], [-0.1, -1.4, 0.8], [0.9, 1.4, 1.8], [-1.6, 0.8, 1.1], [-1.8, 7.3, -8.8], [0.9, 1.0, -2.0], [-5.7, -1.2, -0.8], [-0.4, -0.2, 0.8], [0.7, 1.8, -0.9], [-0.2, 0.3, -0.2], [0.1, -0.1, 0.1], [0.1, -0.1, 0.2], [1.3, -0.1, -0.8], [-1.1, 0.1, 0.4], [0.1, 0.2, -0.4], [-3.4, 1.4, -5.6]], "lowdin_charge": [0.14, -0.21, 0.09, -0.32, -0.35, 0.08, 0.09, -0.47, 0.13, 0.08, 0.13, 0.07, -0.32, -0.20, -0.07, -0.24, 0.12, 0.15, 0.88, 0.14, 0.14, 0.13, 0.06, 0.10, -0.03, -0.25, -0.19, 0.04, 0.02, -0.27, 0.90, 0.15, -0.09, 0.01, 0.03, -0.46, -0.16, -0.21, 0.01, -0.06, 0.08, 0.08, 0.14, 0.14, 0.13, -0.34], "lumo_energy_ev": -2.7, "fmax_ev_per_a": 11.585, "de_lowest_ev": 13.039, "gap_ha": 0.2490, "charge": 0}

---

# 2
{"formula": "C15H12HgN3O4S", "method": "ωB97M-V/def2-TZVPD", "symbols": ["C", "C", "H", "O", "H", "H", "C", "H", "C", "O", "H", "C", "C", "N", "C", "H", "N", "H", "H", "O", "S", "C", "C", "Hg", "H", "N", "C", "C", "H", "C", "H", "C", "C", "O", "C", "H"], "coordinates": [[6.2543, 0.5835, 0.6478], [-2.8985, -0.8825, -0.1305], [-2.7291, -0.0200, 3.1955], [-4.9890, -1.1561, -1.3855], [7.2842, 0.8572, 0.8504], [3.2962, 0.0367, 2.2394], [2.1865, -0.4657, -0.1862], [-6.1992, -0.6465, 0.7565], [3.5708, -0.1277, 0.1215], [1.8992, -0.8713, -1.3998], [-5.3492, -0.5465, -3.2732], [4.0180, 0.1168, 1.4380], [-0.9035, -0.4334, 1.3969], [0.0345, -0.5194, 0.4694], [-4.5274, -0.5005, -2.5522], [-5.1866, -0.1202, 2.9846], [-0.1739, 1.7027, -2.4380], [5.6455, 0.6462, 2.7127], [-3.6368, -0.9764, -2.9604], [-2.2146, -1.2682, -1.1811], [0.7244, 2.4912, -1.5208], [4.5157, -0.0125, -0.9182], [5.8261, 0.3423, -0.6571], [-0.2739, -0.2669, -1.7125], [4.1778, -0.1901, -1.9313], [1.3154, -0.3055, 0.8184], [-3.1765, -0.2726, 2.2384], [-4.3108, -0.8615, -0.2053], [6.5307, 0.4391, -1.4777], [-4.5526, -0.3262, 2.1283], [-4.2856, 0.5481, -2.3492], [-5.1237, -0.6128, 0.8940], [-2.3133, -0.5316, 1.1514], [0.8195, 3.9249, -1.8769], [5.3293, 0.4632, 1.6901], [-0.5838, -0.2378, 2.4227]], "forces_ev_per_angstrom": [[0.1, 0.0, 0.0], [-0.2, 0.0, 0.2], [0.0, 0.0, 0.0], [0.2, -0.1, 0.0], [0.0, 0.0, 0.0], [0.0, 0.0, 0.0], [0.0, -0.2, 0.2], [0.0, 0.0, 0.0], [-0.1, 0.0, 0.0], [0.2, 0.1, 0.0], [0.0, 0.0, 0.0], [0.0, 0.1, 0.0], [-0.2, 0.0, 0.1], [0.8, -0.1, 0.4], [0.0, 0.0, 0.0], [0.0, 0.0, 0.0], [0.7, 1.2, 0.2], [0.0, 0.0, 0.0], [0.0, 0.0, 0.0], [0.1, -0.2, -0.3], [-0.9, 0.6, -1.4], [0.0, -0.1, -0.1], [0.1, 0.0, 0.1], [-0.7, -0.8, 0.4], [0.0, 0.0, 0.0], [-0.3, -0.1, 0.0], [-0.1, 0.0, 0.0], [0.1, 0.1, 0.0], [0.0, 0.0, 0.0], [0.0, 0.0, 0.0], [0.0, 0.0, 0.0], [-0.2, 0.0, 0.0], [0.2, 0.0, -0.2], [0.3, -0.4, 0.5], [0.0, 0.0, 0.0], [0.0, 0.0, 0.0]], "lowdin_charge": [-0.16, -0.33, 0.08, -0.12, 0.07, 0.09, -0.56, 0.09, -0.17, -0.26, 0.07, -0.06, -0.16, -0.19, -0.12, 0.07, -0.57, 0.08, 0.07, -0.26, 0.62, -0.06, -0.14, 1.10, 0.09, 0.02, -0.11, -0.25, 0.08, -0.17, 0.09, -0.08, -0.18, -0.63, -0.14, 0.09], "lumo_energy_ev": [5.3, 5.3], "fmax_ev_per_a": 1.778, "de_lowest_ev": 0.479, "gap_ha": [0.1285, 0.2243], "spin_multiplicity": 2, "charge": -2}

---

# 3
{"formula": "C15H12N2O2PdS5Sb2Se5", "method": "ωB97M-V/def2-TZVPD", "symbols": ["S", "Sb", "C", "H", "Se", "O", "H", "C", "C", "C", "S", "C", "S", "C", "C", "C", "O", "Se", "Se", "H", "H", "H", "H", "Se", "C", "N", "N", "C", "H", "C", "Sb", "H", "S", "C", "C", "H", "S", "Se", "H", "C", "C", "H", "H", "Pd"], "coordinates": [[-2.7271, 0.3665, 1.3168], [-0.9215, -2.8114, -2.1041], [2.1178, -1.8800, -2.0359], [0.3384, -2.7207, -6.0358], [-0.3757, -0.0141, 3.9733], [2.4018, -2.3492, -3.1659], [-3.3517, -0.9912, -7.4215], [5.6290, -1.2611, -0.8428], [0.3917, 0.6449, -3.6796], [-0.3831, -1.9156, -6.0501], [-2.0354, -0.7821, -1.8636], [-1.5170, -1.9494, -6.8392], [0.0793, 1.9633, -0.7590], [3.0206, -1.0694, 0.2259], [-2.4687, -0.9187, -6.7995], [-0.2324, -0.8116, -5.2230], [0.9460, -1.5216, -1.7153], [-1.0756, 3.5888, 2.1501], [-1.6326, -1.1530, 2.2668], [3.9922, -0.3350, 1.9735], [1.4484, -1.1752, -3.9546], [6.2768, -0.5043, 1.0633], [4.6312, -1.9764, -2.6115], [1.4956, 1.4725, -2.3569], [-2.3197, 0.1731, -5.9649], [-0.7360, 1.1162, -4.2317], [0.7456, -0.4843, -4.3027], [-1.5357, 2.2392, -3.7808], [-2.5634, 1.8955, -3.6738], [3.2298, -1.5277, -1.0895], [0.4695, 1.7610, 2.2658], [6.6266, -1.3324, -1.2602], [1.5310, -1.0779, 1.1662], [5.4311, -0.8027, 0.4531], [4.1538, -0.7076, 0.9716], [-1.1891, 2.5572, -2.8024], [-1.1346, -3.9063, -0.1022], [2.7702, 2.2338, 2.6827], [-3.0697, 0.9500, -5.9100], [-1.1804, 0.2028, -5.1732], [4.5250, -1.6160, -1.5970], [-1.4710, 3.0596, -4.4971], [-1.6882, -2.8009, -7.4850], [-0.4838, -0.0337, 0.4494]], "forces_ev_per_angstrom": [[-0.1, 0.2, -0.1], [0.0, 0.0, 0.1], [0.2, 0.4, -0.2], [0.0, 0.0, 0.0], [-0.1, 0.0, 0.1], [0.0, 0.0, 0.0], [0.0, 0.0, 0.0], [0.0, 0.0, 0.0], [0.1, -0.1, 0.0], [0.0, 0.0, 0.0], [0.0, 0.0, 0.0], [0.0, 0.0, 0.0], [0.1, -0.1, -0.1], [0.0, 0.0, -0.2], [0.0, 0.0, 0.0], [0.1, 0.0, 0.1], [-0.1, -0.8, 0.4], [0.0, 0.1, 0.1], [0.2, -0.1, 0.0], [0.0, 0.0, 0.0], [0.1, -0.1, 0.1], [0.0, 0.0, 0.0], [0.0, 0.0, 0.0], [-0.1, 0.0, 0.0], [0.0, 0.0, 0.0], [-0.2, 0.0, 0.0], [-0.2, 0.0, -0.1], [0.0, 0.0, 0.0], [0.0, 0.0, 0.0], [-0.1, 0.0, 0.1], [-0.1, -0.3, -0.2], [0.0, 0.0, 0.0], [0.1, -0.2, 0.1], [0.0, 0.0, 0.0], [0.0, 0.0, 0.0], [0.0, 0.0, 0.0], [0.0, 0.0, -0.1], [0.0, 0.1, 0.1], [0.0, 0.0, 0.0], [0.1, 0.1, 0.0], [0.0, 0.0, 0.0], [0.0, 0.0, 0.0], [0.0, 0.0, 0.0], [0.0, 0.7, 0.1]], "lowdin_charge": [-0.08, 0.43, -0.66, 0.12, -0.01, -0.06, 0.09, -0.11, -0.59, -0.01, -0.20, -0.09, -0.05, -0.55, -0.10, -0.20, -0.41, -0.20, 0.02, 0.03, 0.11, 0.09, 0.10, 0.69, -0.01, -0.08, 0.14, -0.05, 0.09, -0.16, -0.07, 0.08, 0.50, -0.10, -0.16, 0.00, -0.39, -0.13, 0.11, -0.19, -0.05, 0.09, 0.09, -0.12], "lumo_energy_ev": 3.5, "fmax_ev_per_a": 0.865, "de_lowest_ev": 0.000, "gap_ha": 0.1861, "charge": -2}

---

# 4
{"formula": "C15H13BF9N3O8P2Pd", "method": "ωB97M-V/def2-TZVPD", "symbols": ["O", "H", "Pd", "O", "P", "N", "C", "H", "O", "F", "O", "H", "H", "F", "F", "C", "H", "C", "C", "C", "C", "O", "C", "N", "F", "C", "F", "H", "H", "N", "F", "O", "O", "H", "C", "H", "C", "F", "H", "C", "C", "C", "H", "B", "H", "C", "F", "C", "O", "F", "P", "H"], "coordinates": [[12.3893, -4.3158, 4.3618], [13.1682, -8.6357, 13.1979], [13.2279, -6.4057, 8.6696], [11.9134, -2.8761, 6.5294], [14.9805, -5.3267, 6.0299], [12.5298, -6.8258, 10.6099], [16.1368, -5.6122, 8.9469], [11.7561, -2.1157, 5.9328], [11.9555, -5.4066, 6.7121], [12.0331, -11.5483, 9.1840], [13.2538, -8.3807, 8.3081], [11.7912, -7.3109, 13.8153], [10.8015, -1.6598, 10.9746], [11.0797, -8.6692, 6.1920], [10.4938, -8.0202, 8.1667], [12.4044, -10.2697, 9.4133], [18.2116, -5.4072, 9.4770], [15.7296, -3.1916, 10.1306], [13.2682, -10.3617, 7.0447], [17.2019, -4.9866, 9.5505], [12.6142, -2.5418, 10.2695], [14.4209, -6.4703, 6.9645], [11.2400, -2.4358, 10.3843], [14.8626, -5.2262, 9.1710], [13.7971, -9.6251, 6.0648], [11.0434, -9.0769, 7.4784], [10.2120, -10.1372, 7.6154], [10.5294, -5.1990, 8.5881], [16.2396, -6.5674, 8.4073], [12.4516, -4.6221, 9.1628], [12.4829, -11.3431, 6.4936], [16.3733, -4.9666, 6.3781], [14.6637, -5.9346, 4.5973], [13.7820, -6.8179, 13.6545], [16.9994, -3.7539, 10.1595], [9.3769, -3.3499, 9.7195], [13.2053, -3.6566, 9.6807], [14.2731, -10.9971, 7.6988], [15.5970, -2.1722, 10.4640], [12.6655, -7.1213, 11.7377], [12.5000, -9.4313, 8.0721], [14.6404, -3.9643, 9.6602], [13.2657, -1.7553, 10.6345], [12.8636, -7.4695, 13.2160], [17.8175, -3.2509, 10.6836], [11.1077, -4.4467, 9.1308], [11.4652, -9.6567, 10.2005], [10.4792, -3.3990, 9.7532], [14.0896, -3.9943, 6.2473], [13.5869, -10.2354, 10.0629], [12.4587, -4.2138, 5.8507], [13.8851, -5.4508, 4.2108]], "forces_ev_per_angstrom": [[-0.3, 0.2, 1.2], [0.0, -0.2, 0.1], [-0.7, 0.8, -1.6], [-0.6, 0.5, -0.5], [1.4, -0.3, 1.1], [0.2, -0.8, 1.5], [-1.0, -1.6, 0.6], [0.2, -0.8, 0.3], [0.6, 0.9, -0.6], [0.4, 1.4, 0.3], [0.6, -0.8, -0.1], [0.5, 0.0, -0.3], [-0.2, 0.5, 0.0], [0.3, -0.9, 1.1], [0.8, -1.2, -0.4], [-0.7, 0.1, 1.7], [-0.6, 0.1, 0.0], [-1.1, -0.5, -0.4], [0.7, -1.4, -0.7], [0.8, 0.7, 0.0], [0.6, 0.4, 0.1], [0.2, -0.1, -0.9], [0.7, -0.5, -0.2], [2.2, 2.2, 0.4], [-0.5, -0.4, 0.6], [-0.9, 0.8, 0.4], [0.8, 1.0, -0.3], [0.4, 0.2, 0.3], [0.0, 0.7, 0.4], [-2.4, 2.5, 0.4], [0.7, 1.6, 0.7], [-0.5, -0.3, -0.7], [-0.2, 1.1, 0.1], [-0.1, 0.2, -0.1], [0.0, -0.4, 0.1], [0.8, 0.0, 0.1], [-0.3, 0.3, 0.4], [-0.6, 0.6, -0.6], [-0.2, -0.1, 0.2], [-0.1, 0.8, -1.5], [-1.5, -1.6, -1.4], [1.3, -0.8, 0.1], [-0.1, -0.1, 0.2], [-0.3, -0.4, 0.8], [-0.3, -0.1, -0.4], [0.4, -0.8, -0.2], [1.1, -1.0, -0.9], [-1.1, 0.0, -0.1], [-1.6, -1.2, -0.5], [-1.3, -0.2, -0.7], [1.0, -0.7, 0.3], [0.2, -0.3, -0.1]], "lowdin_charge": [-0.27, 0.01, 1.28, -0.12, 0.26, 0.04, -0.11, 0.11, -0.31, 0.19, 0.02, 0.03, 0.11, 0.18, 0.12, -0.47, 0.13, 0.02, -0.48, -0.02, 0.02, -0.38, -0.02, 0.00, 0.20, -0.46, 0.17, 0.12, 0.13, -0.06, 0.16, -0.26, -0.10, 0.01, -0.03, 0.13, -0.19, 0.17, 0.11, -0.19, -0.23, -0.14, 0.12, -0.41, 0.12, -0.11, 0.16, -0.03, -0.26, 0.18, 0.31, 0.06], "lumo_energy_ev": [-1.5, -5.1], "fmax_ev_per_a": 3.456, "de_lowest_ev": 0.304, "gap_ha": [0.3069, 0.1711], "spin_multiplicity": 5, "charge": 0}

---

Number 1: energy -75231.2176 eV. Number 2: energy -43417.2672 eV. Number 3: energy -420294.3157 eV. Number 4: energy -83807.7425 eV.